Record 1
Density functional theory data (wB97M-V/def2-TZVPD) for 2 unconnected molecules or ions with the total composition CH4IN2O.

Each line ends with the Mulliken charge.
Positions of all 9 atoms, in Å:
C: 1.89 -0.61 0.06  -0.13
N: -1.30 0.66 0.07  -0.56
N: 0.91 -1.20 -0.19  0.40
O: -0.03 -1.95 -0.02  -0.65
I: 3.59 0.44 -0.10  0.41
H: -0.64 0.77 0.86  0.37
H: -1.23 -0.37 -0.13  0.37
H: -0.88 1.23 -0.73  0.40
H: -2.30 1.03 0.18  0.39

Values from the calculation:
Spin multiplicity: 1
Gap between HOMO and LUMO: 9.34 eV
Net charge: +1
Lowest unoccupied orbital energy: -4.20 eV
E: -14219.980 eV

Record 2
Density functional theory data (wB97M-V/def2-TZVPD) for a molecular structure, CH4IN3O2.

Each line ends with the Mulliken charge.
Positions of all 11 atoms, in Å:
C: -0.11 -0.40 -0.15  0.74
N: -0.63 2.10 0.05  -0.37
N: 0.52 -2.63 0.03  -0.46
N: -1.18 0.43 -0.34  -0.40
O: 1.04 -0.07 -0.13  -0.55
O: -0.53 -1.69 -0.05  -0.25
I: -3.02 -0.08 0.27  0.20
H: -0.79 2.15 1.06  0.26
H: -1.36 2.63 -0.42  0.27
H: 1.38 -2.09 0.18  0.29
H: 0.59 -3.08 -0.89  0.25

Values from the calculation:
Spin multiplicity: 1
Gap between HOMO and LUMO: 8.84 eV
Lowest unoccupied orbital energy: -0.70 eV
E: -17763.822 eV

Record 3
Density functional theory data (wB97M-V/def2-TZVPD) for 2 unconnected molecules or ions with the total composition CH4INO2.

Each line ends with the Mulliken charge.
Positions of all 9 atoms, in Å:
N: -0.97 -0.77 0.39  -0.14
O: 0.17 -0.59 1.10  -0.62
H: -1.24 -1.74 0.52  0.30
H: -1.77 -0.09 0.53  0.32
H: -0.86 -0.39 -0.61  0.27
O: 0.40 0.47 -1.56  -0.51
C: 1.21 0.68 -0.73  0.02
I: 1.20 2.44 0.55  -0.01
H: 1.85 0.00 -0.20  0.39

Values from the calculation:
Spin multiplicity: 1
Gap between HOMO and LUMO: 9.27 eV
Lowest unoccupied orbital energy: 0.29 eV
E: -14784.127 eV
SMILES: [NH3+][O-].O=CI

Record 4
Density functional theory data (wB97M-V/def2-TZVPD) for 2 unconnected molecules or ions with the total composition CH4INS.

Each line ends with the Mulliken charge.
Positions of all 8 atoms, in Å:
C: 0.60 -0.38 0.77  -0.51
N: 1.06 -0.95 -0.50  -0.16
S: 2.47 -1.59 -0.74  -0.05
H: 1.33 -0.46 1.66  0.29
H: 0.34 0.70 0.63  0.10
H: -0.34 -0.82 0.87  0.31
I: -2.26 1.84 -0.75  -0.06
H: -3.20 1.66 -1.93  0.08

Values from the calculation:
Spin multiplicity: 1
Gap between HOMO and LUMO: 7.30 eV
Lowest unoccupied orbital energy: -1.02 eV
E: -21525.426 eV
SMILES: CN=S.I

Record 5
Density functional theory data (wB97M-V/def2-TZVPD) for a single CH4INS molecule.

Each line ends with the Mulliken charge.
Positions of all 8 atoms, in Å:
C: 0.43 0.18 0.79  -0.73
N: -0.07 0.73 -0.45  -0.26
S: -1.53 0.17 -1.00  -0.08
I: -1.14 -2.37 -1.45  -0.11
H: 0.74 1.15 1.13  0.31
H: -0.28 -0.35 1.43  0.32
H: 1.32 -0.47 0.75  0.29
H: 0.53 0.97 -1.21  0.27

Values from the calculation:
Spin multiplicity: 1
Gap between HOMO and LUMO: 7.92 eV
Lowest unoccupied orbital energy: -0.89 eV
E: -21527.090 eV
SMILES: CNSI

Record 6
Density functional theory data (wB97M-V/def2-TZVPD) for a single CH4INS molecule.

Each line ends with the Löwdin spin population.
Positions of all 8 atoms, in Å:
C: -0.64 0.59 -0.77  0.01
N: 0.63 -1.96 0.38  1.38
S: 0.84 0.16 0.16  0.20
I: 0.37 1.37 2.29  0.35
H: -0.55 1.64 -1.04  0.00
H: -1.54 0.41 -0.19  0.00
H: -0.64 -0.03 -1.66  0.00
H: 1.52 -2.17 0.82  0.05

Values from the calculation:
Spin multiplicity: 3
Gap between HOMO and LUMO (spin up / spin down): 6.44 / 7.82 eV
Lowest unoccupied orbital energy (spin up / spin down): -0.79 / -1.41 eV
⟨S²⟩: 2.070
E: -21523.789 eV

Record 7
Density functional theory data (wB97M-V/def2-TZVPD) for a molecular structure, CH4IOP.

Each line ends with the Löwdin spin population.
Positions of all 8 atoms, in Å:
C: -0.79 1.23 -0.18  0.67
O: 0.85 0.30 0.19  0.57
P: 0.71 -1.29 -0.07  0.45
I: -2.28 -0.28 -0.40  0.13
H: -0.51 1.60 -1.15  0.04
H: -0.90 1.66 0.86  0.02
H: 2.03 -1.26 -0.37  0.04
H: 0.90 -1.95 1.11  0.08

Values from the calculation:
Spin multiplicity: 3
Gap between HOMO and LUMO (spin up / spin down): 6.31 / 6.32 eV
Lowest unoccupied orbital energy (spin up / spin down): 0.29 / -3.01 eV
⟨S²⟩: 2.014
E: -20532.645 eV

Record 8
Density functional theory data (wB97M-V/def2-TZVPD) for a molecular structure, CH4IP.

Each line ends with the Mulliken charge.
Positions of all 7 atoms, in Å:
C: -0.85 -0.33 0.03  -0.69
P: 0.09 1.18 0.13  -0.01
I: -2.96 -0.02 0.08  0.06
H: -0.35 -1.11 -0.52  0.47
H: 0.03 -1.08 1.84  0.08
H: 1.06 0.46 -0.58  0.04
H: -0.20 1.66 -1.11  0.05

Values from the calculation:
Spin multiplicity: 1
Gap between HOMO and LUMO (spin up / spin down): 8.05 / 8.92 eV
Lowest unoccupied orbital energy (spin up / spin down): -0.71 / -0.77 eV
E: -18486.251 eV

Record 9
Density functional theory data (wB97M-V/def2-TZVPD) for a molecular structure, CH4IPS2.

Each line ends with the Mulliken charge.
Positions of all 9 atoms, in Å:
C: -1.73 0.15 -0.57  -0.71
P: 1.15 -0.66 -0.51  -0.10
S: -1.22 2.05 0.06  -0.12
S: -0.77 -1.13 0.24  -0.02
I: -3.87 -0.14 0.00  0.12
H: -1.44 0.09 -1.61  0.55
H: 1.48 -2.07 -0.16  0.06
H: 2.00 -0.42 0.69  0.09
H: -1.99 2.61 -0.80  0.13

Values from the calculation:
Spin multiplicity: 1
Gap between HOMO and LUMO: 8.85 eV
Lowest unoccupied orbital energy: -0.40 eV
E: -40160.238 eV

Record 10
Density functional theory data (wB97M-V/def2-TZVPD) for a single CH4N2O molecule.

Each line ends with the Mulliken charge.
Positions of all 8 atoms, in Å:
N: -1.39 -0.45 -0.03  -0.56
N: -0.51 0.70 -0.01  -0.12
C: 0.84 0.46 0.05  0.13
O: 1.26 -0.70 -0.02  -0.58
H: -0.96 -1.17 -0.72  0.30
H: -1.44 -0.85 1.03  0.28
H: -0.90 1.70 -0.27  0.25
H: 1.46 1.41 0.10  0.31

Values from the calculation:
Spin multiplicity: 1
Gap between HOMO and LUMO: 10.93 eV
Lowest unoccupied orbital energy: 0.94 eV
E: -6128.138 eV
SMILES: NNC=O

Record 11
Density functional theory data (wB97M-V/def2-TZVPD) for a molecular structure, CH4N2O2.

Each line ends with the Mulliken charge.
Positions of all 9 atoms, in Å:
C: -1.50 0.22 -0.32  0.23
N: 1.14 -0.76 0.07  -0.50
N: -0.09 1.30 0.22  -0.31
O: -1.84 -0.66 0.39  -0.35
O: 0.86 0.43 0.80  -0.17
H: -1.81 0.51 -1.29  0.34
H: 2.16 -1.04 0.19  0.27
H: 0.76 -1.68 0.54  0.25
H: 0.33 1.68 -0.59  0.25

Values from the calculation:
Spin multiplicity: 1
Gap between HOMO and LUMO: 10.35 eV
Lowest unoccupied orbital energy: 0.74 eV
E: -8171.823 eV

Record 12
Density functional theory data (wB97M-V/def2-TZVPD) for 2 unconnected molecules or ions with the total composition CH4N2O2.

Each line ends with the Mulliken charge.
Positions of all 9 atoms, in Å:
C: 1.25 0.22 -0.56  0.16
N: -1.17 -0.78 0.62  -0.42
N: 0.00 1.01 -0.41  -0.09
O: 1.58 -0.42 0.40  -0.44
O: -0.77 0.64 0.65  -0.25
H: -0.65 1.36 -1.07  0.25
H: -0.42 -1.37 0.85  0.25
H: -1.94 -0.79 1.25  0.27
H: 2.14 0.13 -1.73  0.27

Values from the calculation:
Spin multiplicity: 1
Gap between HOMO and LUMO: 10.39 eV
Lowest unoccupied orbital energy: 0.91 eV
E: -8171.903 eV

Record 13
Density functional theory data (wB97M-V/def2-TZVPD) for 2 unconnected molecules or ions with the total composition CH4N2O2.

Each line ends with the Mulliken charge.
Positions of all 9 atoms, in Å:
O: 0.87 2.61 -1.08  -0.40
N: 0.39 1.72 -0.46  0.27
O: -0.96 1.58 -0.58  -0.40
H: -1.24 0.73 -0.09  0.52
C: 0.60 -1.34 0.34  -0.21
N: -0.60 -0.94 0.31  -0.46
H: 1.32 -0.44 0.20  0.24
H: 0.94 -2.37 0.74  0.24
H: -1.33 -1.55 0.61  0.19

Values from the calculation:
Spin multiplicity: 1
Gap between HOMO and LUMO: 10.48 eV
Lowest unoccupied orbital energy: 0.73 eV
E: -8173.312 eV
SMILES: O=NO.C=N

Record 14
Density functional theory data (wB97M-V/def2-TZVPD) for a single CH4N2O2 molecule.

Each line ends with the Mulliken charge.
Positions of all 9 atoms, in Å:
C: -1.09 0.12 -0.01  -0.62
N: 0.14 -0.58 -0.19  -0.30
N: 1.35 0.12 -0.06  1.02
O: 2.36 -0.54 0.00  -0.61
O: 1.29 1.36 -0.05  -0.58
H: -1.93 -0.51 -0.23  0.32
H: -1.21 0.46 1.01  0.30
H: -1.12 1.08 -0.63  0.22
H: 0.22 -1.51 0.15  0.25

Values from the calculation:
Spin multiplicity: 1
Gap between HOMO and LUMO: 11.39 eV
Lowest unoccupied orbital energy: 0.69 eV
E: -8173.602 eV
SMILES: CN[N+](=O)[O-]

Record 15
Density functional theory data (wB97M-V/def2-TZVPD) for a single CH4N2O2S molecule.

Each line ends with the Mulliken charge.
Positions of all 10 atoms, in Å:
N: 0.60 1.08 0.23  -0.39
C: 0.17 -0.01 -0.36  0.40
N: 1.04 -1.04 -0.46  -0.38
S: -1.91 -0.24 -0.33  0.58
O: -2.22 1.17 -0.08  -0.59
O: -1.84 -1.09 0.86  -0.54
H: 1.59 1.23 0.55  0.22
H: -0.17 1.74 0.27  0.28
H: 1.99 -0.81 -0.31  0.18
H: 0.74 -2.02 -0.39  0.25

Values from the calculation:
Spin multiplicity: 1
Gap between HOMO and LUMO: 9.00 eV
Lowest unoccupied orbital energy: 0.26 eV
E: -19011.117 eV
SMILES: NC(N)=S(=O)=O

Record 16
Density functional theory data (wB97M-V/def2-TZVPD) for a single CH4N2O2S molecule.

Each line ends with the Mulliken charge.
Positions of all 10 atoms, in Å:
C: -1.83 0.17 -0.70  -0.18
N: -0.66 -0.24 -0.53  -0.31
S: 0.68 0.49 0.15  1.10
N: 1.62 -0.73 0.79  -0.55
O: 0.36 1.31 1.23  -0.54
O: 1.32 1.06 -1.09  -0.60
H: -2.67 -0.40 -1.20  0.25
H: -2.10 1.12 -0.17  0.24
H: 1.15 -1.41 1.38  0.29
H: 2.13 -1.37 0.14  0.29

Values from the calculation:
Spin multiplicity: 1
Gap between HOMO and LUMO: 10.64 eV
Lowest unoccupied orbital energy: 0.30 eV
E: -19010.300 eV
SMILES: C=NS(N)(=O)=O

Record 17
Density functional theory data (wB97M-V/def2-TZVPD) for 2 unconnected molecules or ions with the total composition CH4N2O2S.

Each line ends with the Mulliken charge.
Positions of all 10 atoms, in Å:
C: -0.14 -0.50 -0.72  -0.39
N: -0.13 -1.05 0.51  -0.29
N: -0.51 0.81 -0.78  -0.27
O: -3.47 1.26 -0.12  -0.41
O: -4.07 -0.88 0.90  -0.35
S: -4.17 -0.04 -0.27  0.73
H: -0.63 -0.87 1.38  0.22
H: 0.13 -2.08 0.61  0.27
H: -1.23 1.34 -0.22  0.22
H: -0.40 1.26 -1.71  0.27

Values from the calculation:
Spin multiplicity: 1
Gap between HOMO and LUMO: 6.34 eV
Lowest unoccupied orbital energy: -1.75 eV
E: -19010.161 eV

Record 18
Density functional theory data (wB97M-V/def2-TZVPD) for a single CH4N2OS molecule.

Each line ends with the Mulliken charge.
Positions of all 9 atoms, in Å:
N: -1.75 -0.11 0.89  -0.54
S: -1.61 -0.05 -0.85  0.14
N: 0.48 0.00 -1.10  -0.34
C: 1.31 0.18 -0.08  0.14
O: 1.04 0.39 1.07  -0.53
H: -1.42 0.72 1.34  0.32
H: -1.29 -0.96 1.24  0.31
H: 0.86 -0.43 -1.99  0.25
H: 2.37 0.25 -0.52  0.26

Values from the calculation:
Spin multiplicity: 1
Gap between HOMO and LUMO: 9.12 eV
Lowest unoccupied orbital energy: -0.24 eV
E: -16963.173 eV
SMILES: NSNC=O

Record 19
Density functional theory data (wB97M-V/def2-TZVPD) for a molecular structure, CH4N2OS.

Each line ends with the Mulliken charge.
Positions of all 9 atoms, in Å:
C: 0.91 -0.39 -0.66  0.11
H: 0.06 1.78 0.38  0.39
H: 1.23 1.27 -2.07  0.28
H: 1.52 -0.83 -1.37  0.33
H: -0.68 -1.76 1.96  0.16
N: 0.83 0.93 -1.11  -0.30
N: 0.37 -1.15 0.10  -0.35
O: -0.34 1.74 -0.80  -0.44
S: -0.83 -0.65 1.16  -0.18

Values from the calculation:
Spin multiplicity: 1
Gap between HOMO and LUMO: 8.88 eV
Lowest unoccupied orbital energy: 0.41 eV
E: -16960.160 eV

Record 20
Density functional theory data (wB97M-V/def2-TZVPD) for a molecular structure, CH4N2OS.

Each line ends with the Mulliken charge.
Positions of all 9 atoms, in Å:
C: 1.54 -0.18 0.26  0.19
N: -1.79 0.91 -0.25  -0.36
N: 0.62 -1.02 -0.19  -0.51
O: 1.42 0.97 0.44  -0.50
S: -1.43 -0.44 0.72  0.11
H: 2.51 -0.74 0.26  0.27
H: -2.44 0.78 -0.93  0.24
H: -1.15 1.69 -0.26  0.29
H: 0.72 -1.96 -0.04  0.28

Values from the calculation:
Spin multiplicity: 1
Gap between HOMO and LUMO: 8.26 eV
Lowest unoccupied orbital energy: -1.03 eV
E: -16962.464 eV